Below is a 8-piece molecular cluster, C43H48BrN9O4 overall, with properties calculated with ωB97M-V/def2-TZVPD.

```
! wB97M-V def2-TZVPD RIJCOSX def2/J DEFGRID3
* xyz -2 1
N 2.2373 6.1498 -1.1231
C 0.7572 6.2908 -1.0306
C 0.0145 4.8339 -1.1639
N 1.0741 3.8106 -1.0440
C 1.3886 3.1082 -2.3008
C 1.5188 4.0493 -3.6012
C 2.9509 3.7529 -4.3091
Br 3.0458 1.9222 -5.0998
C 0.8994 2.9325 0.1345
C 1.2151 1.3853 -0.0779
O 2.3450 0.8690 -0.3226
O 0.1430 0.4965 0.0717
C 1.8920 3.5315 1.2841
O 3.0497 3.0696 1.5272
O 1.4491 4.5867 2.0821
H 2.6885 7.0092 -1.4514
H 2.6544 5.7832 -0.2604
H 0.5435 6.7455 0.0082
H 0.3889 6.9675 -1.8828
H -0.7310 4.8294 -0.2839
H -0.6294 4.7574 -2.1046
H 2.3856 2.5349 -2.2437
H 0.5165 2.3806 -2.5272
H 1.5194 5.1640 -3.3869
H 0.7024 3.7706 -4.3653
H 3.0246 4.5037 -5.1732
H 3.7689 3.9417 -3.5274
H -0.1461 2.9831 0.6161
N -3.1999 1.2243 -0.5948
C -2.7557 0.8349 0.6124
C -3.5656 0.7342 1.7355
C -4.9083 1.0568 1.6092
C -5.3923 1.4633 0.3735
C -4.5045 1.5281 -0.6885
H -1.6931 0.5947 0.6607
H -3.1542 0.4118 2.6841
H -5.5725 0.9917 2.4650
H -6.4355 1.7232 0.2383
H -4.8370 1.8370 -1.6755
N -2.6600 -3.3987 -4.4603
C -3.4563 -2.3934 -4.0626
C -3.1081 -1.4725 -3.0876
C -1.8656 -1.5957 -2.4813
C -1.0233 -2.6264 -2.8716
C -1.4630 -3.4937 -3.8590
H -4.4184 -2.3404 -4.5632
H -3.7900 -0.6791 -2.8080
H -1.5563 -0.8941 -1.7116
H -0.0474 -2.7522 -2.4195
H -0.8384 -4.3135 -4.2007
N -0.5602 -1.5277 3.9912
C -0.5694 -1.7948 5.3074
C -0.0046 -0.9698 6.2659
C 0.6116 0.2012 5.8442
C 0.6380 0.5018 4.4907
C 0.0410 -0.3874 3.6098
H -1.0597 -2.7228 5.5876
H -0.0444 -1.2352 7.3155
H 1.0666 0.8727 6.5644
H 1.1105 1.4062 4.1261
H 0.0331 -0.1935 2.5391
N 5.8121 -3.3339 -1.2488
C 4.8282 -2.6774 -1.8874
C 3.9832 -1.7657 -1.2747
C 4.1577 -1.5162 0.0776
C 5.1652 -2.1815 0.7632
C 5.9600 -3.0723 0.0592
H 4.7288 -2.9084 -2.9435
H 3.2076 -1.2628 -1.8390
H 3.5143 -0.8093 0.5916
H 5.3294 -2.0110 1.8201
H 6.7632 -3.6139 0.5508
N -3.3510 -6.6466 4.0886
C -3.3621 -5.3461 3.7531
C -2.2325 -4.6355 3.3803
C -1.0172 -5.3023 3.3546
C -0.9764 -6.6464 3.6984
C -2.1624 -7.2683 4.0536
H -4.3350 -4.8679 3.7920
H -2.3006 -3.5868 3.1169
H -0.1108 -4.7797 3.0692
H -0.0447 -7.1982 3.6898
H -2.1822 -8.3189 4.3269
N 5.8344 5.0519 -4.2293
C 6.4929 6.1117 -4.7222
C 7.8422 6.3473 -4.5132
C 8.5558 5.4375 -3.7463
C 7.8992 4.3338 -3.2228
C 6.5477 4.1866 -3.4928
H 5.8913 6.7959 -5.3122
H 8.3228 7.2198 -4.9385
H 9.6136 5.5873 -3.5586
H 8.4241 3.6041 -2.6195
H 5.9906 3.3377 -3.1084
N -6.6997 -5.4623 0.8644
C -6.2541 -5.8415 2.0723
C -7.0580 -5.9322 3.1975
C -8.4009 -5.6090 3.0720
C -8.8875 -5.2118 1.8347
C -8.0025 -5.1570 0.7699
H -5.1981 -6.0807 2.1206
H -6.6436 -6.2472 4.1474
H -9.0623 -5.6660 3.9299
H -9.9301 -4.9515 1.7004
H -8.3358 -4.8557 -0.2182
*
```

E_HOMO   -1.56 eV
Largest force on an atom   0.0977 Eh/bohr
LUMO   0.125 hartree
Kohn-Sham gap   0.1822 Ha

Atom charges from the Löwdin analysis, given in e for atoms 1 to 4: -0.039 -0.253 -0.176 -0.158